No. 1
Here is C36H31BaN11O3S as an isolated structure from the OMol25 dataset. Energies are from ωB97M-V/def2-TZVPD.

The geometry in XYZ format:
```
83
C36H31BaN11O3S ωB97M-V/def2-TZVPD
C 3.86508 -3.06709 0.08550
H -5.65909 -0.66184 2.36905
H -2.25159 -3.34230 -4.51511
C -3.73937 1.02863 4.70891
C -4.86673 0.36412 4.21238
N -5.67532 -3.49162 0.80246
H 3.39920 -3.02873 -5.42096
C -3.58761 -0.07143 2.23549
O 4.37439 0.07465 2.77597
H 5.07166 -1.81254 1.35796
C -2.56274 1.02043 3.94426
H 2.98674 -0.36522 -3.91075
C -3.12632 -4.27581 -1.33820
C 3.22435 -0.19388 2.46249
C 4.07223 -2.00936 0.94112
C -1.27817 -3.79504 -4.23460
N -2.43087 0.47526 2.74601
N 2.12816 0.40095 3.03633
H 4.40390 1.21737 4.25890
H -1.23086 -3.64140 -3.15640
C 1.54013 -2.52178 0.10291
H -0.30497 5.37261 -2.19563
H 4.68481 -3.63036 -0.29673
Ba -0.09931 0.59407 1.35844
N -3.24603 -4.74499 -2.38070
C -2.73917 2.39842 -2.37651
C 0.08257 -3.52346 -6.25608
C 1.49562 5.14690 1.01008
H -0.10114 5.84290 -0.29757
C -4.80409 -0.13870 2.91842
N -0.14787 1.61035 3.96016
H 2.94836 -0.55838 -5.67470
H 2.52651 3.41622 1.93371
C -0.80505 3.50780 -1.29528
O -1.68829 1.36801 -0.58145
S -0.14026 -1.23364 -2.91157
N -0.10616 -3.16412 -4.81044
C 2.57166 -3.33518 -0.34277
C 3.37160 2.04027 6.07182
H -2.08709 5.38277 -3.82709
H 3.23344 -2.95064 -3.57983
C 2.17557 2.32229 6.71210
H -3.56581 -0.49824 1.20655
H 2.12924 -3.93266 -4.52804
C -1.75230 2.41037 -1.34853
H -1.30755 -4.85532 -4.50407
C 2.31636 -0.60740 -4.76227
C 1.00956 1.82670 4.61970
C 0.51967 -2.10186 -4.18839
C 0.99140 2.31095 5.96440
C 2.70311 -3.05335 -4.55963
C -2.02526 4.51722 -3.15362
C -4.58937 -3.46742 0.37055
H -0.00332 2.57882 6.32857
H 0.36122 -2.63815 -6.85837
N 1.79526 -1.92285 -4.66883
H 1.92708 6.05934 1.32246
N 1.74665 -1.51574 0.92709
N 0.46430 5.12351 0.08854
H 1.48406 0.13823 -4.82626
H -5.76222 0.28546 4.84293
H -3.64893 3.35969 -4.05582
H 2.22397 2.56353 7.72450
C -2.37568 -2.68818 0.33966
O -1.63086 1.96948 5.78776
N 0.91871 2.98491 0.58535
H 4.34358 2.04058 6.59518
H -3.75979 1.35032 5.74680
H 0.52045 -2.63248 -0.27527
C 0.17206 3.82097 -0.18513
C -2.88245 3.42584 -3.25654
C -1.01164 4.54902 -2.21009
H -3.26128 1.48707 -2.47967
C 3.47292 1.52692 4.76689
C -3.34157 -3.50592 -0.18698
C 1.70962 3.83166 1.38325
C 2.24660 1.25476 4.04540
H -0.85737 -3.93184 -6.64938
C 2.99335 -1.23383 1.41968
C -1.37861 1.58727 4.61723
N -1.61031 -1.89451 0.73640
H 2.38751 -4.21249 -0.96503
H 0.84975 -4.33689 -6.35910
```

## Properties
Charge: -2
Strongest force on any atom, eV/A: 4.4
DFT total energy, hartree: -2642.30480
LUMO energy, eV: 3.65
Energy above the lowest of the compared OMol25 structures with the same formula, charge and spin, kcal per mole: 2.5
Gap between HOMO and LUMO, eV: 4.8
HOMO energy, eV: -1.165

Atom charges from the Löwdin analysis, given in e for atoms 1 to 2: C -0.091; H 0.116

No. 2
Here is C36H31BrN5O2Tl as an isolated structure from the OMol25 dataset. Energies are from ωB97M-V/def2-TZVPD.

The geometry in XYZ format:
```
76
C36H31BrN5O2Tl ωB97M-V/def2-TZVPD
C -0.97525 2.05379 -1.47655
H -2.93175 0.28876 7.29082
H 5.21776 -1.14098 -0.52253
C 3.16431 -0.85822 2.16657
C -2.77261 -0.30494 -4.83783
H 0.80504 -0.40583 -4.13287
C -1.70702 2.74633 5.28969
H -0.49622 2.98041 -1.12519
H -4.78247 0.45737 -4.59884
C -1.01100 -2.73066 0.31053
H -4.82805 -0.16041 -2.17124
C 4.37215 -1.04847 1.46856
H -1.32637 4.03544 -3.43354
C -0.91096 1.96027 -2.99377
C -0.54870 -1.84488 -2.16077
H 6.43733 -1.62709 4.09260
C 4.34125 -1.19370 4.25567
C -3.93630 -0.33968 -2.76619
H -2.81889 4.07538 -1.27777
C 1.64510 -2.96271 -2.08141
C -2.73145 1.31886 -0.02862
N 1.97657 -0.66228 1.53269
H 0.12963 2.04452 -3.31275
H -4.21673 2.98498 -1.19151
H -3.65447 2.05793 -3.41529
C -2.49080 2.15529 6.27296
N 2.01193 -0.59113 4.27853
H -1.76252 2.92136 -4.72875
Br 0.28006 2.66451 3.25093
H 1.25156 -3.55150 -1.26222
C 5.53101 -1.40240 3.54069
C -3.92377 -0.00004 -4.12046
C -2.84667 -0.91353 -2.15258
C -1.76281 3.04989 -3.64407
C 3.49577 -2.35952 -3.51482
C 4.31309 -0.97649 0.05358
C -3.19544 3.00519 -3.11819
C -1.44948 0.05652 5.78785
H -1.27491 0.97391 -3.29993
C -1.67550 -0.89403 -4.23654
H 3.55989 -3.87625 -1.99384
H 1.88985 -0.98896 5.19607
H -1.76887 3.79668 5.04674
C 2.68097 -1.39338 -4.09806
H 3.08323 -0.74634 -4.87307
H 6.48828 -1.46961 1.62453
C -2.35895 0.80198 6.53327
C 3.15648 -0.89919 3.60586
H 1.14509 -0.54119 3.76159
C 1.36998 -1.21566 -3.69604
C 5.56896 -1.31921 2.17617
H -2.90140 -1.18473 -1.10962
Tl -1.00308 -1.20670 2.15494
N -3.09655 0.62469 0.81686
C -3.21122 3.09561 -1.59788
C 0.77730 -2.00950 -2.67764
C -1.64104 -1.20635 -2.84866
H 4.34576 -1.24195 5.33736
C -1.32531 -1.46883 6.00236
H 4.52130 -2.49710 -3.83507
O -1.66657 -1.86677 7.13237
C 2.94758 -3.13149 -2.49098
C -0.78635 -2.36166 -0.84720
N -0.68585 0.63025 4.84720
C 3.12326 -0.74567 -0.56978
H -3.19954 2.75716 6.82915
C -0.82437 1.91047 4.62894
O -0.91956 -2.08505 5.00566
H -0.84004 -1.16845 -4.86296
N -2.36756 2.05246 -1.05376
H -0.47199 1.21101 -1.00375
H 0.99405 -0.50441 -0.25945
H -2.73528 -0.10185 -5.90544
H 3.03904 -0.72350 -1.64858
C 1.96156 -0.60965 0.22374
H -3.79143 3.82092 -3.53847
```

## Properties
Charge: -2
Strongest force on any atom, eV/A: 0.6
DFT total energy, hartree: -4561.18326
LUMO energy, eV: 4.14
Energy above the lowest of the compared OMol25 structures with the same formula, charge and spin, kcal per mole: 7.1
Gap between HOMO and LUMO, eV: 4.4
HOMO energy, eV: -0.211

Atom charges from the Löwdin analysis, given in e for atoms 1 to 2: C -0.122; H 0.106

No. 3
Here is C36H31Cl3N4O3PPdS2 as an isolated structure from the OMol25 dataset. Energies are from ωB97M-V/def2-TZVPD.

The geometry in XYZ format:
```
81
C36H31Cl3N4O3PPdS2 ωB97M-V/def2-TZVPD
H -4.42634 -0.55490 -1.89048
C 2.86286 -1.41262 0.48709
Cl 4.34376 -7.80918 -3.43276
C -3.86407 -0.34866 -0.99272
C -4.52717 -0.24702 0.22902
H 6.35500 -5.61229 0.36288
C 2.78243 -4.95948 2.73648
H 2.27849 -6.21886 -2.32074
C 4.34095 -6.74320 -2.07311
H 0.09684 7.22808 -0.94397
H 2.62143 -5.77586 2.02589
C -0.20027 3.93731 -0.23075
C -1.57254 3.78704 -0.42898
C 2.46912 2.67521 -0.11812
C -0.05406 -3.09358 4.30470
H 6.39516 -7.11619 -1.58360
N -1.75917 0.07509 0.04460
H 1.93322 -2.42602 3.83487
C 1.04555 1.07852 2.70795
O 0.74576 0.05553 1.97219
C -2.38301 0.17199 1.22019
H 5.57480 2.24107 1.15462
C 5.45985 -5.72729 -0.23777
H -7.55437 -0.61993 1.57268
H -6.01538 -0.50374 2.34178
H 3.24612 2.29862 1.87009
C 3.47244 2.44961 0.82181
H -2.03842 2.81596 -0.29974
H 4.81539 -2.26533 -1.91178
S -6.91798 -0.50819 -1.09097
Cl 1.65366 -4.42851 -0.33139
C 4.00845 -1.86965 -1.32149
N 3.99589 -1.97221 0.04943
H 2.57671 -1.36138 1.52439
C 4.95272 -2.66254 0.89336
C 1.21141 -3.22773 3.83078
H 6.16988 2.56794 -1.22316
S -0.95688 -4.54443 4.16415
H 2.50906 -0.95866 -2.64348
H 1.47108 5.29145 -0.27855
H 1.25647 3.24881 2.57244
C -2.33998 4.87872 -0.79861
O 1.55905 0.99718 3.80343
C -2.49539 -0.18541 -1.04220
C -3.75157 0.01808 1.35310
N 2.13799 -0.95911 -0.52346
C 4.80082 2.40981 0.41813
Pd 0.38958 0.20561 -0.10224
C -1.73526 6.11557 -0.98280
C 2.81170 2.86904 -1.45812
H 3.48217 -5.31493 3.50503
H -1.74903 0.35128 2.07939
H -1.96230 -0.26164 -1.98214
C 5.13395 2.59846 -0.91406
H 2.03925 3.04644 -2.19899
H -2.33200 6.96799 -1.27792
C 1.47913 -4.53471 3.32884
P 0.72601 2.50967 0.31000
H -3.40422 4.76345 -0.95188
C -6.02036 -0.42153 0.27253
H 5.08092 -2.06991 1.79952
H 5.26696 -4.48618 1.94575
H 4.39357 2.99604 -2.88990
C 0.38462 -5.33742 3.44935
O 3.33484 -3.82626 2.08603
H -0.38352 2.65387 2.43686
Cl 0.26586 -6.97561 2.94634
N -6.55911 -0.49081 1.49721
H 5.90534 -2.70177 0.36938
C 0.64876 2.45524 2.13308
C 5.49544 -6.57819 -1.32390
C 4.47410 -4.06443 1.31145
H -4.15922 0.12815 2.34866
C -0.36842 6.26302 -0.79691
H -0.49613 -2.21655 4.74614
C 0.40384 5.17607 -0.42139
C 3.17910 -6.07424 -1.74313
C 4.31638 -5.01369 0.12683
C 2.86541 -1.22343 -1.66323
C 4.13697 2.83660 -1.85138
C 3.17321 -5.21215 -0.65463
```

## Properties
Charge: +1
Strongest force on any atom, eV/A: 0.9
DFT total energy, hartree: -4481.20217
2S+1: 3
<S²>: 2.0074
LUMO energy (spin up / spin down), eV: -3.28 / -4.36
Energy above the lowest of the compared OMol25 structures with the same formula, charge and spin, kcal per mole: 7.7
Gap between HOMO and LUMO (spin up / spin down), eV: 7.2 / 6.1
HOMO energy (spin up / spin down), eV: -10.489 / -10.489

Atom charges from the Löwdin analysis, given in e for atoms 1 to 2: H 0.083; C -0.161